(1)
Density functional theory data (ωB97M-V/def2-TZVPD) for a single C5H7NO molecule at a distorted geometry.

Results
multiplicity: 1
SMILES string: C[C@H](C#N)CC=O
charge: 0
E: -8835.2333 eV
maximum force: 1.1 eV Å⁻¹

Positions of all 14 atoms, in Å:
C  -0.99700  -1.30647  0.19845
C  -0.56336  0.16509  0.19395
C  0.78133  0.45717  -0.51002
C  1.99428  0.27292  0.37688
O  2.30171  1.17252  1.12228
C  -1.61038  0.98842  -0.43739
N  -2.43234  1.63394  -0.93346
H  -1.97563  -1.41228  0.67706
H  -0.27825  -1.91895  0.75132
H  -1.07739  -1.69496  -0.82238
H  -0.46767  0.52527  1.22548
H  0.84175  -0.07723  -1.46611
H  0.83419  1.53797  -0.65643
H  2.61197  -0.64572  0.31144

***

(2)
Density functional theory data (ωB97M-V/def2-TZVPD) for 3 unconnected molecules or ions with the total composition C3H10NO4 at a distorted geometry.

Results
multiplicity: 1
charge: -1
E: -12955.2874 eV
maximum force: 1.6 eV Å⁻¹

Positions of all 18 atoms, in Å:
O  0.19435  0.31096  1.70956
C  -0.25559  0.20310  0.53557
O  -0.82021  -0.81654  0.08618
C  -0.09022  1.49644  -0.27858
C  -0.08789  1.05671  -1.74003
N  1.04905  2.31882  0.09344
H  -0.93228  2.13675  0.01045
H  -1.01353  0.61251  -2.02624
H  0.21945  1.81398  -2.44135
H  0.63874  0.26480  -2.01388
H  1.14436  2.21810  1.11250
H  1.91231  1.98460  -0.33690
H  -1.51774  -2.37911  2.00033
H  -1.50753  -0.93566  2.11304
O  -2.11402  -1.67944  2.27825
H  0.78218  -2.76892  -1.11243
H  0.99418  -2.83149  0.42992
O  1.40441  -3.00561  -0.41983

***

(3)
Density functional theory data (ωB97M-V/def2-TZVPD) for a single C3H4N2O molecule at a distorted geometry.

Results
multiplicity: 1
SMILES string: Nc1ccno1
charge: 0
E: -8200.9226 eV
maximum force: 2.7 eV Å⁻¹

Positions of all 10 atoms, in Å:
N  -0.71407  0.76880  1.50699
C  0.10387  0.09986  0.57970
C  0.03908  0.36822  -0.73445
C  0.55793  -0.74237  -1.45009
N  1.08885  -1.62343  -0.64540
O  0.86049  -1.20240  0.63775
H  -0.42296  1.24575  2.34818
H  -1.69572  0.50762  1.51696
H  -0.15430  1.38520  -1.01747
H  0.50290  -0.91624  -2.51919

***

(4)
Density functional theory data (ωB97M-V/def2-TZVPD) for 12 unconnected molecules or ions with the total composition C42H87N3O27 at a distorted geometry.

Results
multiplicity: 1
SMILES string: COC(=O)OC.COC(=O)OC.COC(=O)OC.COC(=O)OC.COC(=O)OC.COC(=O)OC.COCCOCCOC.COCCOCCOC.COCCOCCOC.CC#N.CC#N.CC#N
charge: 0
E: -104710.9515 eV
maximum force: 2.3 eV Å⁻¹

Positions of all 159 atoms, in Å:
C  -20.33462  11.06822  14.03905
O  -20.21156  12.47225  13.91983
C  -20.02832  13.11002  15.16356
C  -19.86707  14.59744  14.98102
O  -19.62853  15.10750  16.30258
C  -18.93147  16.31866  16.43849
C  -19.70355  17.49171  15.87851
O  -19.79306  17.47844  14.49126
C  -20.57497  18.55190  14.00377
H  -20.78784  10.78231  14.99251
H  -19.37218  10.56511  13.91125
H  -21.00390  10.78151  13.22500
H  -19.12338  12.75015  15.67167
H  -20.92052  12.86912  15.75323
H  -20.76369  15.10746  14.62656
H  -18.99036  14.82971  14.36538
H  -17.95363  16.23241  15.94168
H  -18.77435  16.48694  17.50139
H  -19.26182  18.42719  16.25531
H  -20.70407  17.39372  16.33215
H  -20.12096  19.49716  14.35223
H  -21.61279  18.48763  14.33641
H  -20.46150  18.63224  12.92488
C  -16.78268  3.73113  17.67950
O  -16.80613  2.32251  17.50240
C  -17.96313  1.71557  18.04885
C  -17.73877  0.22511  18.12980
O  -18.86562  -0.33001  18.79568
C  -19.93526  -0.66053  17.95359
C  -19.74631  -2.06754  17.38205
O  -20.67098  -2.45679  16.40406
C  -21.99877  -2.50699  16.85639
H  -17.26551  4.04034  18.61096
H  -17.31523  4.18397  16.84057
H  -15.75931  4.09201  17.66553
H  -18.85896  1.92634  17.45148
H  -18.11230  2.14630  19.04610
H  -16.89496  0.01148  18.78161
H  -17.53033  -0.14510  17.12200
H  -20.04606  0.02363  17.10058
H  -20.88541  -0.69078  18.48929
H  -19.84589  -2.78591  18.21185
H  -18.74742  -2.21346  16.97202
H  -22.04281  -2.80967  17.91027
H  -22.53649  -3.25865  16.27897
H  -22.51034  -1.54949  16.71738
C  -27.89513  1.25092  18.08603
O  -26.54820  1.11699  17.67869
C  -25.76252  2.23668  17.99445
C  -24.88235  2.61702  16.82324
O  -24.26904  3.82621  17.19270
C  -23.44703  4.35769  16.17246
C  -22.59007  5.45373  16.72142
O  -23.32683  6.63031  17.02980
C  -22.44865  7.67626  17.35724
H  -28.02540  1.07300  19.15736
H  -28.45617  0.47474  17.56029
H  -28.31131  2.20907  17.76536
H  -25.16220  1.98647  18.87652
H  -26.29499  3.16181  18.24269
H  -25.48680  2.64133  15.90676
H  -24.04489  1.92389  16.63762
H  -23.97754  4.54401  15.23291
H  -22.71568  3.56815  15.95009
H  -21.74717  5.66921  16.04489
H  -22.06124  5.10023  17.60997
H  -21.67227  7.40259  18.08094
H  -23.02399  8.52127  17.74146
H  -21.92690  8.06849  16.46706
C  -20.22529  2.11207  20.30707
O  -20.89823  3.02632  21.17964
C  -20.53476  4.28677  21.15119
O  -19.72830  4.79066  20.42070
O  -21.21527  4.93644  22.09819
C  -20.90472  6.31756  22.18906
H  -19.83905  2.64605  19.43339
H  -20.91336  1.32344  20.04839
H  -19.29118  1.79124  20.78045
H  -19.97566  6.51002  22.72207
H  -21.74135  6.80249  22.68807
H  -20.84891  6.76741  21.19771
C  -13.76480  6.62803  13.80973
O  -13.45770  5.26485  13.60990
C  -14.05490  4.34723  14.34789
O  -14.78939  4.55504  15.27679
O  -13.70345  3.14896  13.91185
C  -14.52986  2.08660  14.40698
H  -13.07072  7.22677  13.23434
H  -13.67960  6.89780  14.86508
H  -14.79388  6.83963  13.51809
H  -14.17234  1.19819  13.89845
H  -15.58417  2.31663  14.26157
H  -14.41998  1.92838  15.48337
C  -15.18797  7.74721  18.59263
O  -15.58575  6.66273  19.42631
C  -16.15589  6.82358  20.59862
O  -16.45648  7.83195  21.18212
O  -16.33627  5.60272  21.08346
C  -16.77386  5.41500  22.40372
H  -15.17696  8.74201  19.02973
H  -15.99780  7.77443  17.85551
H  -14.31483  7.51728  17.99417
H  -15.89270  5.43443  23.04941
H  -17.27022  4.45442  22.49886
H  -17.46526  6.18096  22.75856
C  -21.72800  7.66916  13.54095
O  -22.09952  6.64560  12.63472
C  -21.23985  5.69268  12.28239
O  -20.06966  5.68053  12.50814
O  -21.93085  4.84649  11.55163
C  -21.27970  3.63750  11.15066
H  -20.65736  7.84483  13.62611
H  -22.21937  7.52433  14.50240
H  -22.13059  8.62581  13.19305
H  -20.34013  3.88328  10.65024
H  -21.95093  3.11265  10.48832
H  -20.99760  3.07689  12.04207
C  -18.77908  8.69511  18.86097
O  -18.43130  7.58478  18.00912
C  -18.60097  7.76200  16.70871
O  -19.30937  8.56652  16.18185
O  -17.82226  6.87748  16.11424
C  -17.58777  6.98844  14.70701
H  -18.45248  9.59097  18.33615
H  -18.21205  8.64172  19.78565
H  -19.84641  8.59553  19.05350
H  -18.49126  7.12132  14.11625
H  -17.08431  6.07387  14.41231
H  -16.88177  7.78540  14.45948
C  -19.18282  9.85402  22.07766
O  -18.59334  10.79501  21.20605
C  -19.25482  11.87197  20.80215
O  -20.27301  12.27333  21.29131
O  -18.60077  12.41207  19.78591
C  -19.05517  13.68351  19.37086
H  -19.77864  9.12752  21.52889
H  -19.72622  10.33904  22.88664
H  -18.36596  9.31622  22.55585
H  -18.60868  13.96462  18.42141
H  -18.68160  14.42447  20.08068
H  -20.13611  13.71864  19.28808
C  -18.25900  3.64445  14.31512
C  -19.44011  3.47523  15.13285
N  -20.43718  3.36889  15.69142
H  -18.36097  4.46776  13.61310
H  -18.14182  2.76988  13.67114
H  -17.37666  3.79803  14.93336
C  -16.86703  10.93020  15.11334
C  -15.74594  10.20545  15.67876
N  -14.84721  9.65215  16.14945
H  -16.81735  10.79985  14.02297
H  -16.75073  12.01025  15.20479
H  -17.84707  10.59393  15.43486
C  -19.39781  8.46193  10.99408
C  -18.05411  8.06943  11.36138
N  -17.00275  7.78831  11.73101
H  -19.77267  9.33196  11.52897
H  -20.16774  7.70161  11.02998
H  -19.34117  8.77390  9.94501

***

The highest E belongs to which entry?
C3H4N2O

***

Look up the maximum force of the first one.
1.1 eV Å⁻¹